*P*
Formula: CH3NOSi
Source: the Open Molecules 2025 dataset
Level of theory: the ωB97M-V functional and the def2-TZVPD basis

For the orbital gap, the calculation gives 9.50 eV. The LUMO energy is -0.004 hartree. The net charge is 0.

```
7
Properties=species:S:1:pos:R:3:nbo_charge:R:1
C -0.32122 -1.16620 2.02234 0.50
N -0.42024 1.06021 0.03057 -1.31
O -0.99822 -1.98267 1.65476 -0.51
Si 0.54878 0.41759 -1.09804 1.29
H -0.39244 1.85238 0.70969 0.39
H 1.81008 0.61861 -2.05460 -0.17
H -0.22675 -0.79991 -1.26472 -0.19
```


*Q*
Formula: CH3NOSi
Source: the Open Molecules 2025 dataset
Level of theory: the ωB97M-V functional and the def2-TZVPD basis

For the orbital gap, the calculation gives 9.61 eV. The LUMO energy is -0.087 hartree. The net charge is 0.

```
7
Properties=species:S:1:pos:R:3:nbo_charge:R:1
C 0.86134 1.28820 -1.25104 0.53
N 1.35450 1.59450 -2.23426 -0.37
O -0.18554 0.90557 0.24628 -0.81
Si -0.38523 -0.65301 0.71470 1.22
H 0.60275 -1.10722 1.67277 -0.19
H -1.79947 -0.61077 1.33298 -0.17
H -0.44834 -1.41727 -0.48144 -0.20
```


Which structure is most stable, and how do the rest compare? From most to least stable: *P*, *Q*.


*P*
Formula: C3H11NS2
Source: the Open Molecules 2025 dataset
Level of theory: the ωB97M-V functional and the def2-TZVPD basis

Its SMILES is CCN.CSS. For the orbital gap, the calculation gives 8.67 eV. The LUMO energy is 0.021 hartree. The net charge is 0.

```
17
Properties=species:S:1:pos:R:3:nbo_charge:R:1
C 0.89898 -0.29830 1.08055 -0.64
C 2.25815 -0.05385 0.47984 -0.23
N 1.88563 1.12992 -0.50717 -0.85
H 0.06820 -0.42091 0.34536 0.22
H 0.81485 -1.12357 1.86328 0.22
H 0.64210 0.46250 1.88203 0.21
H 3.05360 0.13873 1.21614 0.18
H 2.62586 -0.89777 -0.15246 0.19
H 1.41749 1.96773 0.07554 0.34
H 2.60095 1.69369 -0.85031 0.35
C -1.92586 0.50048 -1.26857 -0.70
S -3.29060 -0.33740 -0.28060 0.05
S -2.48758 -2.26144 -0.27156 -0.16
H -0.87709 0.32376 -1.09007 0.24
H -2.22662 1.47802 -1.05576 0.22
H -2.15353 0.27866 -2.28352 0.21
H -3.30455 -2.58027 0.81726 0.15
```


*Q*
Formula: C3H11NS2
Source: the Open Molecules 2025 dataset
Level of theory: the ωB97M-V functional and the def2-TZVPD basis

Its SMILES is CCN.CSS. For the orbital gap, the calculation gives 8.79 eV. The LUMO energy is 0.007 hartree. The net charge is 0.

```
17
Properties=species:S:1:pos:R:3:nbo_charge:R:1
C 0.35044 3.53469 0.17617 -0.63
C 1.35687 3.05106 -0.86437 -0.21
N 2.36966 2.15055 -0.37403 -0.83
H -0.18097 2.75995 0.77043 0.21
H -0.30147 4.31830 -0.21024 0.22
H 0.94966 4.15359 0.85191 0.21
H 1.75488 3.84770 -1.49951 0.19
H 0.71703 2.50852 -1.61435 0.14
H 2.94465 1.69885 -1.14195 0.36
H 1.89444 1.33075 -0.00193 0.34
C -0.37682 -0.66623 1.43480 -0.71
S -1.67736 -1.72687 0.63389 0.06
S -0.26226 -2.49704 -0.77237 -0.16
H 0.04835 -0.10548 0.60336 0.22
H -0.83574 0.03176 2.15691 0.23
H 0.30031 -1.32254 1.90969 0.22
H -1.26304 -2.50031 -1.68386 0.15
```


Which structure is most stable, and how do the rest compare? From most to least stable: *Q*, *P*.


*P*
Formula: C5H9BO
Source: the Open Molecules 2025 dataset
Level of theory: the ωB97M-V functional and the def2-TZVPD basis

Its SMILES is C=C/B=C/C.C=O. For the orbital gap, the calculation gives 8.41 eV. The LUMO energy is 0.020 hartree. The net charge is 0.

```
16
Properties=species:S:1:pos:R:3:nbo_charge:R:1
C 2.89093 0.20945 0.15609 -0.34
C 1.91300 0.99231 -0.23353 -0.66
B 0.43648 0.94573 -0.00663 0.84
C -0.95035 1.14623 0.01663 -0.82
C -2.25644 0.48505 0.39565 -0.64
H 3.97113 0.43515 -0.18972 0.21
H 2.58037 -0.64921 0.89693 0.22
H 2.33653 1.92310 -0.75193 0.25
H -0.93053 2.22436 -0.44006 0.27
H -2.79559 -0.08645 -0.34675 0.21
H -3.09731 1.09375 0.81465 0.22
H -2.24730 -0.36706 1.09297 0.22
C -0.37647 -2.13355 -0.40507 0.29
O 0.20797 -1.68171 0.52552 -0.50
H -0.38594 -1.66219 -1.39203 0.14
H -1.29646 -2.87495 -0.13271 0.10
```


*Q*
Formula: C5H9BO
Source: the Open Molecules 2025 dataset
Level of theory: the ωB97M-V functional and the def2-TZVPD basis

For the orbital gap, the calculation gives 8.40 eV. The LUMO energy is 0.011 hartree. The net charge is 0.

```
16
Properties=species:S:1:pos:R:3:nbo_charge:R:1
B 2.44603 -1.13948 -0.59187 0.85
C -0.42188 0.18801 -1.18421 -0.30
C 0.27978 -0.35036 -0.18316 -0.15
C -1.74492 0.68874 -0.65701 -0.43
C -0.30491 -0.27653 1.12407 -0.51
C -1.54537 0.63987 0.99377 -0.38
O 3.24754 -0.15413 -0.31148 -0.92
H 2.56068 -2.30411 -0.63134 -0.11
H -0.22418 0.11608 -2.25226 0.20
H -1.87651 1.71663 -0.92177 0.20
H -2.53788 0.08406 -0.98471 0.20
H -0.53672 -1.30414 1.50159 0.21
H 0.28533 0.20624 1.90224 0.21
H -1.35131 1.58290 1.60456 0.20
H -2.39892 0.24617 1.34122 0.19
H 4.12323 0.06005 -0.74963 0.53
```


Which structure is most stable, and how do the rest compare? From most to least stable: *Q*, *P*.


*P*
Formula: C2H2ClNO2
Source: the Open Molecules 2025 dataset
Level of theory: the ωB97M-V functional and the def2-TZVPD basis

Its SMILES is C#[N+][O-].O=CCl. For the orbital gap, the calculation gives 10.92 eV. The LUMO energy is 0.013 hartree. The net charge is 0.

```
8
Properties=species:S:1:pos:R:3:nbo_charge:R:1
C -1.79702 -0.51764 -0.93976 -0.04
N -1.19683 -0.51968 0.06591 0.20
O -0.83352 -0.70143 1.17968 -0.39
H -1.65130 -0.13894 -1.91930 0.24
O 0.85215 1.50209 -0.15576 -0.50
C 1.27763 0.59151 0.50164 0.37
Cl 2.15800 -0.68119 -0.27161 -0.05
H 1.19089 0.46528 1.53921 0.17
```


*Q*
Formula: C2H2ClNO2
Source: the Open Molecules 2025 dataset
Level of theory: the ωB97M-V functional and the def2-TZVPD basis

Its SMILES is [O-][N+]#CCl.C=O. For the orbital gap, the calculation gives 10.07 eV. The LUMO energy is 0.005 hartree. The net charge is 0.

```
8
Properties=species:S:1:pos:R:3:nbo_charge:R:1
O 0.36548 -2.42699 -0.39026 -0.37
N 0.17104 -1.89933 0.61857 0.21
C 0.26009 -1.45691 1.68098 0.03
Cl -0.18091 -0.65222 3.05969 0.13
C -0.15738 1.60577 -1.29857 0.30
O -1.29474 1.54008 -1.58700 -0.48
H 0.42603 2.52639 -1.33464 0.10
H 0.41039 0.76320 -0.74877 0.08
```


Which structure is most stable, and how do the rest compare? From most to least stable: *P*, *Q*.


*P*
Formula: C3H6O3
Source: the Open Molecules 2025 dataset
Level of theory: the ωB97M-V functional and the def2-TZVPD basis

Its SMILES is O=C(CO)CO. For the orbital gap, the calculation gives 11.14 eV. The LUMO energy is 0.020 hartree. The net charge is 0.

```
12
Properties=species:S:1:pos:R:3:nbo_charge:R:1
O 0.11499 1.31749 -0.36097 -0.58
C 0.01231 0.15489 -0.01244 0.54
C 1.29453 -0.63353 0.00370 -0.19
O 2.40827 0.35321 -0.38335 -0.74
C -1.40325 -0.26593 0.40649 -0.16
O -2.29555 0.62428 -0.19590 -0.71
H 1.22645 -1.36881 0.88575 0.22
H 1.49196 -1.28732 -0.82627 0.23
H 2.02726 1.20322 -0.73884 0.50
H -1.46417 -0.21018 1.51046 0.19
H -1.66237 -1.29214 0.12192 0.20
H -1.75044 1.40481 -0.41054 0.49
```


*Q*
Formula: C3H6O3
Source: the Open Molecules 2025 dataset
Level of theory: the ωB97M-V functional and the def2-TZVPD basis

Its SMILES is COOO.C#C. For the orbital gap, the calculation gives 11.06 eV. The LUMO energy is 0.031 hartree. The net charge is 0.

```
12
Properties=species:S:1:pos:R:3:nbo_charge:R:1
C 0.89016 -1.23601 -0.06462 -0.29
O -0.32558 -0.70967 0.47778 -0.29
O -1.42372 -1.38631 -0.37222 -0.06
O -2.60975 -0.60540 -0.23461 -0.40
H 1.11802 -0.65574 -0.96169 0.19
H 0.85031 -2.29153 -0.34292 0.20
H 1.68081 -1.12832 0.67994 0.21
H -3.05188 -1.17026 0.42249 0.47
C 0.21346 2.04024 -0.08486 -0.26
C 1.16862 2.71271 0.21560 -0.28
H -0.53679 1.11738 -0.15258 0.29
H 2.02635 3.31290 0.41770 0.23
```


Which structure is most stable, and how do the rest compare? From most to least stable: *P*, *Q*.


*P*
Formula: C3H6O3
Source: the Open Molecules 2025 dataset
Level of theory: the ωB97M-V functional and the def2-TZVPD basis

For the orbital gap, the calculation gives 10.48 eV. The LUMO energy is 0.008 hartree. The net charge is 0.

```
12
Properties=species:S:1:pos:R:3:nbo_charge:R:1
O 0.75447 0.03644 1.54751 -0.65
C 1.00819 -0.16419 0.30088 0.17
C 0.48780 0.87989 -0.71422 -0.13
O -0.87552 0.54580 -0.93646 -0.53
C -1.20835 -0.55055 -0.14834 0.44
O -1.49715 -0.38450 1.09160 -0.65
H -0.48962 -0.02077 1.56224 0.48
H 0.06340 -1.06688 -0.12565 0.10
H 1.94238 -0.69586 0.07303 0.19
H 1.02211 0.83494 -1.67032 0.19
H 0.58344 1.88276 -0.28510 0.21
H -1.79114 -1.29707 -0.69518 0.19
```


*Q*
Formula: C3H6O3
Source: the Open Molecules 2025 dataset
Level of theory: the ωB97M-V functional and the def2-TZVPD basis

Its SMILES is O=C=O.CCO. For the orbital gap, the calculation gives 11.30 eV. The LUMO energy is 0.025 hartree. The net charge is 0.

```
12
Properties=species:S:1:pos:R:3:nbo_charge:R:1
O -0.48727 0.77986 -2.83637 -0.52
C 0.44388 1.36005 -2.44446 1.05
O 1.40406 1.93617 -2.11297 -0.53
C -0.04548 -0.97430 1.55387 -0.64
C -0.49085 -0.39479 0.22181 -0.06
O -0.16877 0.98355 0.10466 -0.73
H -0.36746 -2.01589 1.65707 0.22
H -0.46636 -0.39351 2.38041 0.21
H 1.04835 -0.95457 1.64106 0.20
H -0.05668 -0.96953 -0.61121 0.15
H -1.57817 -0.45044 0.11738 0.18
H 0.76476 1.09339 0.32874 0.47
```


*R*
Formula: C3H6O3
Source: the Open Molecules 2025 dataset
Level of theory: the ωB97M-V functional and the def2-TZVPD basis

For the orbital gap, the calculation gives 11.26 eV. The LUMO energy is 0.026 hartree. The net charge is 0.

```
12
Properties=species:S:1:pos:R:3:nbo_charge:R:1
C 1.66685 -0.50781 0.12657 -0.23
O 0.84818 -0.12747 1.19872 -0.56
C 0.03376 0.65377 0.22017 0.73
O 0.24518 1.78682 -0.09710 -0.54
C -1.22408 -0.16159 0.09333 -0.17
O -2.02355 0.09650 -1.01546 -0.69
H 1.00450 -0.23192 -0.78879 0.17
H 2.52796 0.15569 0.03109 0.20
H 1.88430 -1.57430 0.04822 0.20
H -1.00073 -1.22863 0.12423 0.21
H -1.69468 0.10921 1.05261 0.20
H -2.26769 1.02972 -0.99361 0.48
```


*S*
Formula: C3H6O3
Source: the Open Molecules 2025 dataset
Level of theory: the ωB97M-V functional and the def2-TZVPD basis

Its SMILES is O=C[C@H](O)CO. For the orbital gap, the calculation gives 11.11 eV. The LUMO energy is 0.023 hartree. The net charge is 0.

```
12
Properties=species:S:1:pos:R:3:nbo_charge:R:1
O -0.57669 -1.15584 -2.05652 -0.53
C -0.34477 -1.22226 -0.86951 0.42
C -0.52945 0.00149 0.00516 -0.04
O -0.63035 1.12430 -0.82278 -0.72
C 0.49816 0.25907 1.11234 -0.07
O 1.71199 0.76518 0.62597 -0.71
H -0.10961 -2.18686 -0.38591 0.13
H -1.48961 -0.22789 0.51069 0.18
H -0.77035 0.74730 -1.71384 0.49
H 0.03791 0.94671 1.83942 0.17
H 0.72413 -0.67235 1.64392 0.18
H 1.48616 1.54779 0.10340 0.48
```


Which structure is most stable, and how do the rest compare? From most to least stable: *Q*, *S*, *R*, *P*.